w:
# C3H5N3S2

The molecule C3H5N3S2 (ωB97M-V with the def2-TZVPD basis set, OMol25).

Properties
Orbital gap = 9.738 eV
SMILES = CSn1ncnc1S

Structure (ORCA input):
```
! wB97M-V def2-TZVPD RIJCOSX def2/J DEFGRID3
* xyz 0 1
C -1.067 -0.081 1.801
S -1.648 0.493 0.148
N -0.242 -0.055 -0.561
N -0.103 -1.423 -0.732
C 1.073 -1.410 -1.345
N 1.667 -0.232 -1.542
C 0.813 0.640 -1.069
S 0.899 2.390 -0.909
H -0.057 0.351 1.970
H -0.831 -1.141 1.663
H -1.770 0.294 2.583
H 1.614 -2.259 -1.524
H -0.349 2.433 -0.482
*
```

For reference, the natural (NBO) charges in units of e are:
1 C -0.75
2 S 0.44
3 N -0.40
4 N -0.29
5 C 0.16
6 N -0.49
7 C 0.22
8 S 0.07
9 H 0.22
10 H 0.25
11 H 0.24
12 H 0.19
13 H 0.14



x:
# C3H5N3S2

A cluster of 3 separate species, C3H5N3S2 in total (ωB97M-V with the def2-TZVPD basis set, OMol25).

Properties
Orbital gap = 8.400 eV
SMILES = N#[N+][S-].C=C=S.C=N

Structure (ORCA input):
```
! wB97M-V def2-TZVPD RIJCOSX def2/J DEFGRID3
* xyz 0 1
N -0.588 1.964 0.348
N -0.512 2.435 1.398
S -0.672 3.125 2.730
C -1.030 -0.692 -2.310
C -1.256 -0.579 -1.055
S -1.600 -0.851 0.413
H -0.071 -1.045 -2.599
H -1.692 -0.499 -3.219
C 1.404 -0.808 1.269
N 1.777 -1.173 0.087
H 1.273 -1.618 1.966
H 1.177 0.222 1.650
H 1.789 -0.482 -0.679
*
```

For reference, the natural (NBO) charges in units of e are:
1 N 0.02
2 N -0.18
3 S 0.15
4 C -0.60
5 C -0.06
6 S 0.16
7 H 0.25
8 H 0.26
9 C -0.04
10 N -0.62
11 H 0.17
12 H 0.15
13 H 0.34



Of them, the most stable is w and the least stable is x.



w:
# C6H5N3

The molecule C6H5N3 (ωB97M-V with the def2-TZVPD basis set, OMol25).

Properties
Orbital gap = 9.036 eV
SMILES = c1cnc2[nH]ccc2n1

Structure (ORCA input):
```
! wB97M-V def2-TZVPD RIJCOSX def2/J DEFGRID3
* xyz 0 1
C -2.211 0.640 0.007
C -2.036 -0.756 -0.136
N -0.918 -1.444 -0.082
C 0.182 -0.693 0.219
N 1.534 -1.052 0.015
C 2.293 0.145 0.026
C 1.484 1.261 -0.259
C -0.016 0.705 0.034
N -1.073 1.483 0.222
H -3.155 1.070 0.134
H -3.008 -1.376 -0.357
H 1.947 -2.077 0.452
H 3.282 -0.185 0.013
H 1.697 2.281 -0.287
*
```

For reference, the natural (NBO) charges in units of e are:
1 C -0.04
2 C -0.04
3 N -0.38
4 C 0.27
5 N -0.56
6 C -0.01
7 C -0.30
8 C 0.14
9 N -0.36
10 H 0.20
11 H 0.20
12 H 0.43
13 H 0.21
14 H 0.23



x:
# C6H5N3

The molecule C6H5N3 (ωB97M-V with the def2-TZVPD basis set, OMol25).

Properties
Orbital gap = 9.398 eV
SMILES = N#C/C=C\N1C[C@H]1C#N

Structure (ORCA input):
```
! wB97M-V def2-TZVPD RIJCOSX def2/J DEFGRID3
* xyz 0 1
N 3.077 -1.799 0.262
C 1.962 -1.282 0.775
C 0.608 -1.362 1.332
C -0.514 -0.966 0.658
N -0.376 -0.267 -0.573
C 0.585 0.948 -0.483
C -0.901 1.021 -0.530
C -1.837 1.451 -1.641
N -2.658 1.606 -2.449
H 0.702 -1.973 2.222
H -1.494 -1.232 0.987
H 1.177 1.170 -1.421
H 1.094 1.263 0.513
H -1.425 1.421 0.348
*
```

For reference, the natural (NBO) charges in units of e are:
1 N -0.29
2 C 0.22
3 C -0.39
4 C 0.05
5 N -0.36
6 C -0.25
7 C -0.17
8 C 0.26
9 N -0.29
10 H 0.26
11 H 0.22
12 H 0.25
13 H 0.24
14 H 0.23



Of them, the most stable is w and the least stable is x.



w:
# C4H8N3O

A cluster of 2 separate species, C4H8N3O in total (ωB97M-V with the def2-TZVPD basis set, OMol25).

Properties
Orbital gap (alpha / beta) = 6.812 / 6.464 eV
<S²> = 2.009

Structure (ORCA input):
```
! wB97M-V def2-TZVPD RIJCOSX def2/J DEFGRID3
* xyz 1 3
C -0.374 1.923 0.869
C 0.188 1.006 1.693
C -0.113 1.902 -0.474
C 1.229 0.057 -0.247
N 0.732 1.048 -1.037
N -0.504 -1.402 -1.023
N 0.898 0.047 1.066
O 2.154 -0.868 -0.598
H -1.200 2.495 1.248
H -0.125 0.918 2.783
H -0.538 2.682 -1.189
H -1.548 -1.517 -0.985
H -0.343 -1.350 -2.023
H 1.406 -0.486 1.749
H -0.101 -2.193 -0.450
H 2.139 -1.116 -1.575
*
```

For reference, the natural (NBO) charges in units of e are:
1 C -0.02
2 C -0.04
3 C -0.10
4 C 0.86
5 N -0.42
6 N -1.00
7 N -0.59
8 O -0.61
9 H 0.25
10 H 0.25
11 H 0.24
12 H 0.40
13 H 0.40
14 H 0.44
15 H 0.40
16 H 0.54



x:
# C4H8N3O

The ion C4H8N3O with charge +1 (ωB97M-V with the def2-TZVPD basis set, OMol25).

Properties
Orbital gap (alpha / beta) = 6.955 / 8.226 eV
<S²> = 2.007

Structure (ORCA input):
```
! wB97M-V def2-TZVPD RIJCOSX def2/J DEFGRID3
* xyz 1 3
C 0.012 -2.113 2.019
C -1.214 0.473 -0.392
C -0.768 -0.200 0.818
C 0.054 0.708 -1.315
N 0.444 -2.518 2.998
N -0.568 -1.505 0.939
N 1.091 1.569 -0.623
O 0.684 -0.545 -1.483
H -2.080 -0.184 -0.836
H -1.583 1.452 -0.366
H -0.402 0.380 1.767
H -0.643 -2.153 0.141
H 0.799 2.086 0.196
H 1.459 2.397 -1.185
H 1.897 1.093 -0.370
H 0.818 -0.938 -2.309
*
```

For reference, the natural (NBO) charges in units of e are:
1 C 0.38
2 C -0.55
3 C -0.07
4 C 0.53
5 N -0.27
6 N -0.60
7 N -0.75
8 O -0.74
9 H 0.28
10 H 0.24
11 H 0.21
12 H 0.43
13 H 0.44
14 H 0.46
15 H 0.45
16 H 0.53



Of them, the most stable is w and the least stable is x.